Below is an isolated molecule of C7H12O2 in a non-equilibrium geometry, with properties calculated with the ωB97M-V functional and the def2-TZVPD basis.

Structure (XYZ):
```
21
Properties=species:S:1:pos:R:3:lowdin_charge:R:1
C -1.15634 0.17405 -0.26313 -0.3085
C -0.62217 -0.37423 0.85707 -0.1689
C 1.22654 0.76944 1.18876 -0.1158
C -1.96735 -0.69337 -1.18573 -0.0617
C -1.50095 1.63704 -0.30861 -0.0432
C 2.15174 -1.45840 0.10991 -0.0199
C 1.73997 -0.03813 -0.16558 -0.3931
O 0.05362 0.28839 1.84333 -0.0800
O 2.24132 0.63817 -1.03597 0.0800
H -0.60145 -1.45667 0.97018 0.1292
H 1.07503 1.77527 0.78874 0.1049
H 1.98280 0.88136 1.97211 0.1270
H -1.70714 -1.74491 -1.08461 0.0752
H -3.03234 -0.58700 -0.97278 0.0832
H -1.82513 -0.37495 -2.21897 0.0815
H -1.07778 2.09219 -1.20488 0.0888
H -1.13766 2.16919 0.56678 0.0748
H -2.58244 1.77576 -0.31108 0.0862
H 1.64389 -2.09823 -0.61311 0.0881
H 3.22443 -1.57027 -0.03332 0.0911
H 1.87140 -1.80470 1.10087 0.0809
```

HOMO = -9.03 eV
Structure (SMILES) = CC(=O)COC=C(C)C
Energy above the lowest of the compared OMol25 structures with the same formula, charge and spin = 43.6 kcal per mole
Gap between HOMO and LUMO = 9.8378 eV

***

Below is a structure of composition C7H12O2S2 in a non-equilibrium geometry, with properties calculated with the ωB97M-V functional and the def2-TZVPD basis.

Structure (XYZ):
```
23
Properties=species:S:1:pos:R:3:lowdin_charge:R:1
C 0.77848 -0.22100 -0.81931 -0.5098
C 2.06784 0.30917 -0.21580 -0.1001
C 1.86310 0.46970 1.30326 -0.2238
C 0.41019 0.77297 1.65089 -0.0524
C -0.37342 -0.30790 0.10799 -0.6548
C -1.14476 -2.88935 -0.71165 -0.2954
C -1.38483 1.78145 -1.10060 -0.2606
O 0.77767 -0.59174 -1.96491 0.0928
O -2.50459 0.93602 1.19825 -0.5361
S -0.48353 -2.02128 0.81895 0.8591
S -2.08454 0.41554 -0.16213 0.8962
H 2.82182 -0.34240 -0.34344 0.0767
H 2.30176 1.31011 -0.67355 0.1494
H 2.00321 -0.45793 1.91977 0.1118
H 2.49374 1.39385 1.76468 0.1565
H 0.02532 0.38829 2.57934 0.0790
H -0.03942 1.71525 1.62819 0.0545
H -0.35747 -3.25149 -1.23364 0.0013
H -1.64368 -2.19194 -1.24247 -0.0164
H -1.78739 -3.63645 -0.44578 0.0096
H -1.94472 2.81806 -0.96272 0.1195
H -1.39368 1.54797 -2.12747 0.0337
H -0.40108 2.05308 -0.96784 0.0095
```

HOMO = -8.93 eV
Energy above the lowest of the compared OMol25 structures with the same formula, charge and spin = 70.5 kcal per mole
Gap between HOMO and LUMO = 9.4692 eV

***

Below is a structure of composition C7H12O3 in a non-equilibrium geometry, with properties calculated with the ωB97M-V functional and the def2-TZVPD basis.

Structure (XYZ):
```
22
Properties=species:S:1:pos:R:3:lowdin_charge:R:1
C 1.98993 1.56516 -0.87873 -0.0334
C 1.06291 0.70924 -0.07568 -0.2321
C 1.52725 0.07140 1.21428 -0.0656
C 0.19311 0.50477 1.68534 -0.2945
O -0.03749 1.05839 2.84104 0.1418
C -0.92036 0.02716 0.81640 -0.0408
C -0.15646 0.15986 -0.49076 -0.1652
C -0.82217 0.14990 -1.81965 -0.2856
O -0.40215 -1.18125 -1.83964 -0.1498
H 2.78758 1.96710 -0.23654 0.0801
H 2.45194 1.00073 -1.69866 0.0928
H 1.45460 2.42494 -1.30909 0.0833
H 1.71629 -1.01182 1.25299 0.1276
H 2.33425 0.60474 1.73907 0.1277
H 0.49850 0.68373 3.55699 0.1462
H -1.25157 -0.99395 1.06646 0.1332
H -1.79574 0.69253 0.89280 0.1420
H -1.91959 0.28326 -1.72825 0.1174
H -0.32147 0.79721 -2.56027 0.1108
O -2.80729 -3.12380 -0.41511 -0.1046
H -3.40483 -3.68087 -0.92774 0.0229
H -2.17724 -2.70841 -1.08528 0.0459
```

HOMO (alpha / beta) = -7.66 / -7.66 eV
Energy above the lowest of the compared OMol25 structures with the same formula, charge and spin = 109.6 kcal per mole
Gap between HOMO and LUMO (alpha / beta) = 7.6153 / 7.6218 eV

***

Below is a cluster of 2 separate species, C7H12O3 in total in a non-equilibrium geometry, with properties calculated with the ωB97M-V functional and the def2-TZVPD basis.

Structure (XYZ):
```
22
Properties=species:S:1:pos:R:3:lowdin_charge:R:1
O 0.84567 1.59116 -0.39042 0.0807
C 0.07885 0.57469 -0.62923 -0.4147
C -1.96746 -0.05936 -0.13307 -0.1189
C -2.08940 -0.84949 -1.40277 -0.0927
C -1.04193 -0.94222 -2.22557 -0.0965
C 0.19408 -0.13380 -1.93889 -0.1446
C -0.45994 -0.11621 0.56303 -0.1925
C -0.15348 0.54338 1.94160 -0.2649
O -1.33712 0.71963 2.55429 -0.0329
H 1.42890 1.82515 -1.12961 0.1265
H -2.60322 -0.49871 0.64633 0.1012
H -2.42218 0.94043 -0.23378 0.1330
H -3.02259 -1.37177 -1.62124 0.1072
H -1.00167 -1.65924 -3.04596 0.1026
H 0.39236 0.60243 -2.73572 0.1252
H 1.09706 -0.76967 -1.87733 0.1227
H 0.11918 -1.06319 0.52921 0.1310
H 0.93988 0.30501 1.86223 0.1218
H 0.45512 0.91745 3.03209 0.1886
O -0.19921 -2.47953 2.90505 -0.1574
H -0.47437 -2.29526 1.75726 0.1734
H 0.73239 -2.70332 2.85036 0.0012
```

HOMO (alpha / beta) = -7.50 / -6.22 eV
Energy above the lowest of the compared OMol25 structures with the same formula, charge and spin = 247.7 kcal per mole
Gap between HOMO and LUMO (alpha / beta) = 7.5890 / 6.1178 eV

***

Below is an isolated molecule of C7H12O3 in a non-equilibrium geometry, with properties calculated with the ωB97M-V functional and the def2-TZVPD basis.

Structure (XYZ):
```
22
Properties=species:S:1:pos:R:3:lowdin_charge:R:1
O 2.68990 2.10690 0.62201 0.0431
C 1.69318 1.17749 0.40705 -0.4798
C 1.77045 -0.36173 0.56942 -0.0118
C 0.30454 -0.02837 0.18489 -0.3405
C 0.37405 1.14777 1.19973 -0.0158
C 0.86622 0.94932 -0.88467 -0.0159
C -0.82221 -1.00391 0.05966 -0.3386
C -2.08595 -0.41730 -0.52309 -0.0885
O -0.61277 -1.90366 -1.01163 -0.0868
H 3.41540 1.94659 0.01054 0.1043
H 2.35742 -0.91211 -0.17921 0.1198
H 1.93517 -0.74231 1.58755 0.1193
H 0.44159 0.87358 2.26213 0.1203
H -0.32291 1.98124 1.03228 0.1195
H 0.20705 1.77223 -1.19576 0.1168
H 1.39021 0.49538 -1.73727 0.1203
H -1.01741 -1.52149 1.01446 0.1591
H -2.59371 0.21789 0.21696 0.1170
H -1.90207 0.17481 -1.42996 0.1292
O -3.09545 -1.59535 -0.90399 -0.1126
H -1.52484 -2.42139 -1.21614 0.1509
H -3.46787 -1.93558 -0.08493 0.0706
```

HOMO = -9.85 eV
Energy above the lowest of the compared OMol25 structures with the same formula, charge and spin = 73.7 kcal per mole
Gap between HOMO and LUMO = 10.5206 eV

***

Below is a cluster of 2 separate species, C7H12O4S in total in a non-equilibrium geometry, with properties calculated with the ωB97M-V functional and the def2-TZVPD basis.

Structure (XYZ):
```
24
Properties=species:S:1:pos:R:3:lowdin_charge:R:1
C -1.57445 -0.17507 -0.71552 -0.4018
C 2.45904 -0.35898 0.41973 -0.3235
C 2.35915 0.92623 -0.27501 -0.4304
C 0.64937 0.54058 1.55710 -0.5992
C -0.31840 0.63958 2.42867 -0.0582
C -0.71614 -1.07958 -2.71477 -0.0933
C -1.97345 0.86011 -0.00587 -0.1686
O -1.86374 -1.43298 -0.37261 0.0821
O 1.24273 -0.64985 0.97590 -0.0901
O -2.61821 0.64356 1.18248 -0.0458
O -0.65447 -0.05889 -1.75619 -0.0868
S 1.40809 1.97364 0.85782 0.9925
H 2.73676 -1.16296 -0.24634 0.1346
H 3.18887 -0.21873 1.29156 0.1480
H 3.36786 1.29371 -0.38575 0.0872
H 1.90359 0.73195 -1.19194 0.0562
H -0.72503 1.56704 2.77320 0.0830
H -0.62920 -0.35523 2.93590 0.1333
H -2.48396 -1.49683 0.39527 0.1469
H 0.26039 -0.99501 -3.24108 0.1060
H -1.71606 -1.09630 -3.25133 0.1134
H -0.80855 -2.07288 -2.23760 0.0821
H -1.48943 1.78938 -0.20198 0.1094
H -2.00474 0.18751 1.77837 0.0229
```

HOMO = -8.07 eV
Structure (SMILES) = CO/C(O)=C/O.C=C1OCCS1
Energy above the lowest of the compared OMol25 structures with the same formula, charge and spin = 48.3 kcal per mole
Gap between HOMO and LUMO = 8.7539 eV

***

Below is a cluster of 2 separate species, C7H12O4Si in total in a non-equilibrium geometry, with properties calculated with the ωB97M-V functional and the def2-TZVPD basis.

Structure (XYZ):
```
24
Properties=species:S:1:pos:R:3:lowdin_charge:R:1
C 0.28585 2.00364 -1.25176 -0.4561
C 1.61196 0.36133 0.96937 -0.5199
C -1.72158 -0.71730 0.23008 -0.1961
C -0.77230 2.04424 -2.38685 -0.0346
C 0.99915 1.41569 2.01830 -0.0405
C -0.31663 -2.63418 0.64674 -0.1412
C -1.77028 -2.18503 0.69466 -0.1934
O 0.44162 2.94767 -0.48539 -0.0062
O 2.46816 -0.42416 1.31515 -0.0082
O -2.51970 0.14398 0.26455 0.0885
O 1.97240 -0.46508 -1.88847 -0.1408
Si 1.09829 0.34323 -0.77045 0.7728
H -1.68243 1.65541 -2.00980 0.0587
H -0.96841 2.99282 -2.74377 0.0544
H -0.28638 1.35365 -3.04788 0.0611
H 1.85625 1.91073 2.63745 0.1180
H 0.29789 2.06962 1.42862 0.0548
H 0.50500 0.77427 2.71030 0.0444
H -0.29683 -3.70250 0.34911 0.0814
H 0.04080 -2.11753 -0.19370 -0.0105
H 0.36888 -2.52799 1.53102 0.1006
H -2.38958 -2.78638 0.02227 0.1212
H -2.13588 -1.97689 1.74466 0.1370
H 2.91374 -0.47925 -1.78420 0.0548
```

HOMO (alpha / beta) = -7.78 / -7.25 eV
Energy above the lowest of the compared OMol25 structures with the same formula, charge and spin = 142.4 kcal per mole
Gap between HOMO and LUMO (alpha / beta) = 7.1454 / 6.9189 eV

***

Below is an isolated molecule of C7H12S in a non-equilibrium geometry, with properties calculated with the ωB97M-V functional and the def2-TZVPD basis.

Structure (XYZ):
```
20
Properties=species:S:1:pos:R:3:lowdin_charge:R:1
C 1.31368 -0.51651 1.93734 -0.0680
C 0.96424 0.38235 0.74209 -0.3814
C -0.45812 0.96647 0.85977 -0.1546
C -1.35096 -0.08623 0.18583 -0.1628
C -0.51482 -0.58791 -0.99771 -0.3905
C -0.73850 0.24257 -2.27640 -0.0642
C 0.91432 -0.44951 -0.53350 -0.7098
H 2.29050 -0.98132 1.79525 0.0683
H 1.32704 0.09351 2.88314 0.0960
H 0.57206 -1.28358 2.10258 0.0732
H 1.71780 1.12890 0.66079 0.1219
H -0.74034 1.18882 1.92168 0.1260
H -0.50605 1.88353 0.28782 0.1029
H -2.31301 0.31259 -0.12863 0.1077
H -1.59003 -0.92807 0.87937 0.1215
H -0.71638 -1.62916 -1.23795 0.1344
H -1.77498 0.11160 -2.63049 0.0842
H -0.04579 -0.08559 -3.06306 0.0699
H -0.56665 1.32111 -2.11457 0.0871
S 2.21597 -1.08356 -1.27335 0.7383
```

HOMO = -8.42 eV
Structure (SMILES) = C[C@@H]1CC[C@@H](C)C1=S
Energy above the lowest of the compared OMol25 structures with the same formula, charge and spin = 11.1 kcal per mole
Gap between HOMO and LUMO = 8.4784 eV

***

Below is an isolated molecule of C7H12S in a non-equilibrium geometry, with properties calculated with the ωB97M-V functional and the def2-TZVPD basis.

Structure (XYZ):
```
20
Properties=species:S:1:pos:R:3:lowdin_charge:R:1
C 2.91674 0.05722 -0.31123 -0.0881
C 1.63179 -0.74664 -0.26210 -0.3426
C 0.61208 -0.34391 0.71739 -0.3287
C -0.56476 -1.51771 0.33988 -0.4187
C -0.79508 0.79229 -0.54079 -0.5979
C -0.41317 2.22222 0.01975 -0.0197
C -0.20460 0.97819 0.79820 -0.3283
H 3.45057 0.06375 0.71220 0.1005
H 2.78616 1.15162 -0.30946 0.0651
H 3.63369 -0.17467 -1.12038 0.0764
H 1.27532 -0.83400 -1.23269 0.0763
H 1.82836 -1.77857 0.04365 0.1187
H 1.05354 -0.80581 1.74906 0.1710
H -0.09896 -2.32442 -0.26610 0.0721
H -1.03707 -1.93626 1.36453 0.1064
H 0.11107 0.16798 -1.14304 0.1242
H -1.23360 2.77872 0.46179 0.0972
H 0.41285 2.65200 -0.71757 0.1443
H -0.88378 0.89318 1.65430 0.1318
S -1.89976 -0.53146 -0.36018 0.8400
```

HOMO = -7.98 eV
Structure (SMILES) = CC[C@@H]1CS[C@H]2C[C@H]12
Energy above the lowest of the compared OMol25 structures with the same formula, charge and spin = 134.3 kcal per mole
Gap between HOMO and LUMO = 8.9663 eV

***

Below is a structure of composition C7H13Cl4MgO2 in a non-equilibrium geometry, with properties calculated with the ωB97M-V functional and the def2-TZVPD basis.

Structure (XYZ):
```
27
Properties=species:S:1:pos:R:3:lowdin_charge:R:1
Mg 2.72454 -0.28485 3.94636 1.1278
Cl 1.93810 1.02594 2.27513 -0.0323
C 1.63654 3.51352 -0.67135 -1.5492
Cl 1.24737 2.20003 -1.88064 0.5366
Cl 0.84612 5.01451 -1.03575 0.5749
Cl 3.35963 3.73294 -0.75548 0.5435
H 1.29398 3.14519 0.29565 -0.0289
C -1.72761 1.28107 0.64282 -0.0297
C -2.08540 -0.18095 0.39575 -0.4837
O -2.33534 -0.64561 -0.70235 0.0686
C -2.04271 -1.04419 1.64084 -0.0246
H -2.43749 1.57111 1.41744 0.0840
H -1.86167 1.97610 -0.18607 0.0870
H -0.74613 1.50771 1.05926 0.0372
H -1.12775 -1.63649 1.65225 0.0683
H -2.85210 -1.77327 1.67863 0.0920
H -2.10024 -0.43440 2.54247 0.0720
C -0.10203 -2.90957 -1.68295 -0.0144
C 1.09990 -2.09499 -1.50513 -0.5147
O 2.13752 -2.49046 -1.95474 0.0840
C 1.06165 -0.82263 -0.67285 -0.0794
H -0.03958 -3.99615 -1.62328 0.0968
H -0.45991 -2.55272 -2.64870 0.1108
H -0.81609 -2.62630 -0.90966 0.0573
H 2.03345 -0.33681 -0.76054 0.0535
H 1.00239 -1.10124 0.37928 0.0439
H 0.35297 -0.03749 -0.93635 0.0185
```

HOMO = -11.47 eV
Total charge = +1
Gap between HOMO and LUMO = 3.0032 eV

***

Below is a cluster of 2 separate species, C7H13ClN2O3 in total in a non-equilibrium geometry, with properties calculated with the ωB97M-V functional and the def2-TZVPD basis.

Structure (XYZ):
```
26
Properties=species:S:1:pos:R:3:lowdin_charge:R:1
C 1.70264 1.48872 -2.62074 -0.4097
C -0.58707 0.79001 -1.23505 -0.5101
C -1.73798 -0.43243 1.36936 -0.0136
C 0.36947 -1.60533 0.53857 -0.0426
C 0.51880 0.23959 2.29780 -0.0611
C -0.31546 1.91357 -2.10102 -0.7965
C -0.17466 -0.28666 1.05756 -0.6028
N 1.65939 1.67706 -3.87502 0.1827
N -0.11048 0.75843 0.02587 0.1181
O 2.51281 1.07549 -1.82077 0.0565
O -1.22994 -0.13261 -1.71921 0.0519
O -0.95656 1.85043 -3.25624 -0.0710
Cl -0.29463 3.55455 -1.60949 0.7584
H -1.80428 -1.25818 2.03957 0.0693
H -2.06032 0.52606 1.71078 0.0609
H -2.20446 -0.37219 0.27727 0.1159
H 1.28058 -1.68269 -0.01769 0.0694
H -0.45482 -1.93731 -0.18366 0.1009
H 0.45259 -2.33570 1.41246 0.1038
H 0.50015 -0.59127 3.10623 0.1134
H 1.63050 0.25302 2.03817 0.0983
H 0.30541 1.26201 2.65974 0.0879
H 0.84305 2.01927 -4.20403 0.0458
H 2.53231 1.59365 -4.51343 0.1929
H 0.77306 1.25834 0.00216 0.1279
H -1.50312 0.98643 -3.19983 0.1535
```

HOMO = -8.46 eV
Energy above the lowest of the compared OMol25 structures with the same formula, charge and spin = 0.0 kcal per mole
Gap between HOMO and LUMO = 8.8256 eV

***

Below is an isolated molecule of C7H13ClN4Si in a non-equilibrium geometry, with properties calculated with the ωB97M-V functional and the def2-TZVPD basis.

Structure (XYZ):
```
26
Properties=species:S:1:pos:R:3:lowdin_charge:R:1
C 1.20389 -2.56497 -2.64235 -0.0522
C 1.08796 -1.52871 -1.64677 -0.0677
C 2.06644 -3.60988 -2.22753 -0.1232
C 1.60432 -1.52979 -0.39294 -0.2103
C -1.61690 -0.39970 0.54674 -0.1421
C -0.11724 2.00050 -0.51222 -0.1599
C 0.09104 1.24285 2.59355 -0.1221
N 2.55514 -3.66991 -0.98360 -0.0280
N 2.44444 -2.74080 -0.09114 -0.1994
N 3.20271 -2.92480 0.98425 -0.4869
N 1.30505 -0.44090 0.44701 -0.0339
Si -0.03282 0.61374 0.68087 0.5219
Cl 4.23320 -4.21235 0.87347 0.5843
H 0.54629 -2.42254 -3.55609 0.1153
H 0.36456 -0.70323 -1.96656 0.1244
H 2.24556 -4.49618 -2.77079 0.0893
H -2.43123 0.17797 0.46274 -0.0150
H -1.58200 -0.97273 -0.36285 0.0250
H -1.69810 -1.07184 1.35270 0.0245
H 0.43885 1.79151 -1.37269 0.0059
H -1.08867 1.86926 -0.97905 0.0327
H -0.04177 2.99911 -0.16210 0.0267
H 0.04578 0.43094 3.30165 0.0283
H 0.88099 1.82983 2.83962 -0.0206
H -0.75211 1.75477 2.79701 -0.0267
H 2.11253 -0.24310 1.06345 0.1096
```

HOMO (alpha / beta) = -7.45 / -7.44 eV
Energy above the lowest of the compared OMol25 structures with the same formula, charge and spin = 43.7 kcal per mole
Gap between HOMO and LUMO (alpha / beta) = 7.7676 / 7.7614 eV

***

Number 1: molecular weight 128.17 g/mol. Number 2: molecular weight 192.31 g/mol. Number 3: molecular weight 144.17 g/mol. Number 4: molecular weight 144.17 g/mol. Number 5: molecular weight 144.17 g/mol. Number 6: molecular weight 192.24 g/mol. Number 7: molecular weight 188.25 g/mol. Number 8: molecular weight 128.24 g/mol. Number 9: molecular weight 128.24 g/mol. Number 10: molecular weight 295.30 g/mol. Number 11: molecular weight 208.64 g/mol. Number 12: molecular weight 216.75 g/mol.